w:
# C16H42O14S4Zn

C16H42O14S4Zn as an isolated structure (ωB97M-V with the def2-TZVPD basis set, the Open Molecules 2025 dataset).

- molecular weight (g/mol) = 652.16
- gap between HOMO and LUMO (eV) = 7.5

Cartesian coordinates (Å):
Zn (-8.21429, 7.56825, -2.47723)
C (-10.10094, 4.48148, 0.18581)
C (-8.92281, 5.39552, -0.12814)
O (-8.90823, 5.92998, -1.36259)
H (-10.08145, 4.11237, 1.21122)
H (-10.01483, 3.53114, -0.34101)
H (-11.02464, 4.96135, -0.13763)
H (-8.04395, 4.87656, 0.25445)
H (-9.04702, 6.24042, 0.54922)
C (-5.49166, 9.94556, -4.72867)
C (-6.87369, 10.27281, -4.25800)
O (-7.58225, 9.28989, -3.47615)
H (-5.49297, 10.13877, -5.80141)
H (-5.21934, 8.90437, -4.55587)
H (-4.73299, 10.58792, -4.28158)
H (-7.44229, 10.74481, -5.05926)
H (-6.74149, 11.22050, -3.73598)
O (-7.90612, 4.41102, -5.35104)
S (-7.11702, 5.65468, -5.14525)
O (-7.25331, 6.37856, -3.86165)
O (-5.53466, 5.45621, -5.51446)
C (-4.68044, 4.85744, -4.53278)
C (-3.39964, 5.65935, -4.59723)
C (-7.75028, 6.66561, -6.45655)
H (-4.54115, 3.81710, -4.82669)
H (-5.13314, 4.92799, -3.54374)
H (-2.74294, 5.39453, -3.76855)
H (-3.53467, 6.73757, -4.51167)
H (-2.87625, 5.49895, -5.53979)
H (-7.30453, 6.09207, -7.26923)
H (-7.38649, 7.69302, -6.47046)
H (-8.83315, 6.55603, -6.51552)
O (-4.01818, 8.68843, -1.66927)
S (-5.17908, 8.60382, -0.79962)
O (-6.44265, 7.94665, -1.19497)
O (-4.73998, 8.04950, 0.73783)
C (-5.62434, 8.21828, 1.85793)
C (-4.88513, 7.59636, 3.04105)
C (-5.58466, 10.36772, -0.36765)
H (-6.53809, 7.67265, 1.62246)
H (-5.94676, 9.23456, 2.08447)
H (-5.69774, 7.42558, 3.74715)
H (-4.23709, 8.32403, 3.52956)
H (-4.24773, 6.73783, 2.82950)
H (-4.76579, 10.75293, 0.23993)
H (-6.59035, 10.39528, 0.05179)
H (-5.54452, 10.98023, -1.26838)
O (-8.89119, 8.78476, -0.86677)
S (-9.75242, 9.38483, 0.15963)
O (-9.25474, 9.80861, 1.47415)
O (-10.48547, 10.74649, -0.42411)
C (-9.59423, 11.78716, -1.00289)
C (-10.34108, 12.56200, -2.02818)
C (-11.28748, 8.23258, 0.54623)
H (-8.65189, 11.39264, -1.38295)
H (-9.31799, 12.54570, -0.27049)
H (-11.29321, 12.92466, -1.64084)
H (-10.56251, 11.92549, -2.88488)
H (-9.68323, 13.39752, -2.26739)
H (-11.95651, 8.85923, 1.13597)
H (-10.87948, 7.43879, 1.17196)
H (-11.78789, 7.78798, -0.31401)
O (-9.94498, 7.43512, -3.77001)
S (-11.37741, 7.28069, -4.04727)
O (-12.35047, 8.14528, -3.31654)
O (-11.67208, 7.35796, -5.69479)
C (-13.02521, 7.61423, -6.08374)
C (-12.91412, 7.85160, -7.53749)
C (-11.90438, 5.56936, -3.60708)
H (-13.37535, 8.49488, -5.54525)
H (-13.68750, 6.78873, -5.82291)
H (-12.21313, 8.59100, -7.92479)
H (-13.88888, 8.17574, -7.90204)
H (-12.67013, 6.94013, -8.08319)
H (-12.91844, 5.35724, -3.94590)
H (-11.79802, 5.49921, -2.52455)
H (-11.19841, 4.91043, -4.11257)

Mulliken population analysis, charges in e, atoms 1 to 5: 2.011 -1.371 -0.026 -0.219 0.358

=====

x:
# C16H42O14S4Zn

C16H42O14S4Zn as an isolated structure (ωB97M-V with the def2-TZVPD basis set, the Open Molecules 2025 dataset).

- molecular weight (g/mol) = 652.16
- gap between HOMO and LUMO (eV) = 7.8

Cartesian coordinates (Å):
Zn (10.35729, 2.17883, 5.62353)
C (8.30733, 0.12176, 2.89414)
C (9.70532, 0.59006, 2.79345)
O (10.11210, 1.62535, 3.66218)
H (7.66590, 0.98306, 2.70749)
H (8.19926, -0.17885, 3.93628)
H (8.02670, -0.76910, 2.33225)
H (9.79574, 0.82675, 1.73330)
H (10.44096, -0.21389, 2.81815)
C (8.60001, 2.01884, 9.49288)
C (9.57648, 2.89646, 8.64679)
O (10.34061, 2.29625, 7.65905)
H (9.16599, 1.33609, 10.12662)
H (7.99605, 1.30559, 8.93199)
H (7.97954, 2.62808, 10.15009)
H (10.21655, 3.44405, 9.33859)
H (8.89466, 3.66771, 8.28849)
O (10.29703, -2.61593, 5.98701)
S (9.76412, -1.43621, 6.60683)
O (9.85700, -0.06584, 6.04659)
O (8.14281, -1.80957, 6.80184)
C (7.17943, -0.79420, 6.81490)
C (6.40214, -0.82306, 8.12270)
C (10.18567, -1.47111, 8.35181)
H (6.43446, -0.84635, 6.02092)
H (7.62298, 0.16147, 6.53551)
H (5.62716, -1.58917, 8.14673)
H (5.82664, 0.10172, 8.16367)
H (7.00337, -0.94201, 9.02408)
H (11.25387, -1.68048, 8.40858)
H (9.73455, -2.27914, 8.92770)
H (9.91747, -0.48771, 8.73793)
O (11.37169, 3.96962, 5.27039)
S (12.07972, 5.19476, 5.42395)
O (11.80829, 6.38154, 4.60200)
O (12.08490, 5.62554, 7.03605)
C (12.90636, 6.60010, 7.47761)
C (12.57043, 7.17338, 8.81116)
C (13.93916, 4.69271, 5.25483)
H (12.92359, 7.47963, 6.83401)
H (13.91672, 6.19234, 7.44623)
H (13.42622, 7.76455, 9.13711)
H (12.36999, 6.39067, 9.54279)
H (11.78832, 7.90636, 8.61327)
H (14.18100, 4.22455, 6.20900)
H (14.52138, 5.61378, 5.22776)
H (13.92594, 4.12087, 4.32698)
O (7.60075, 5.59309, 5.68994)
S (7.43515, 4.19465, 5.30684)
O (8.61443, 3.29403, 5.39895)
O (6.23806, 3.57680, 6.19424)
C (5.37292, 4.51716, 6.92742)
C (4.55428, 5.23264, 5.88361)
C (6.86880, 3.92690, 3.58344)
H (5.92165, 5.36040, 7.34689)
H (4.70704, 4.05984, 7.65923)
H (4.04362, 4.54676, 5.20767)
H (5.12155, 5.90067, 5.23549)
H (3.72075, 5.75314, 6.35520)
H (6.55802, 2.89524, 3.41853)
H (7.56952, 4.26561, 2.82032)
H (5.98320, 4.55151, 3.46643)
O (12.28699, 1.51538, 5.65289)
S (13.41489, 0.67718, 5.39001)
O (14.77546, 1.22330, 5.57719)
O (13.29554, -0.76985, 6.26097)
C (14.50621, -1.47023, 6.45962)
C (14.22281, -2.86876, 7.12227)
C (13.25108, 0.04585, 3.64625)
H (15.25414, -0.98347, 7.08553)
H (14.96882, -1.63955, 5.48728)
H (15.04045, -3.53979, 6.85906)
H (13.30817, -3.25141, 6.66939)
H (14.01160, -2.96171, 8.18757)
H (13.15229, 0.85255, 2.91991)
H (12.30451, -0.49455, 3.65603)
H (14.04691, -0.67351, 3.45318)

Mulliken population analysis, charges in e, atoms 1 to 5: 1.732 -0.573 -0.375 -0.375 0.040

=====

Most stable to least stable: x, w

=====

w:
# C2HNO3

One molecule with the formula C2HNO3 (ωB97M-V with the def2-TZVPD basis set, the Open Molecules 2025 dataset).

- molecular weight (g/mol) = 87.03
- structure (SMILES) = O=c1ocno1
- gap between HOMO and LUMO (eV) = 11.7

Cartesian coordinates (Å):
O (2.29699, -0.41883, 0.09242)
C (1.12565, -0.20801, 0.04569)
O (0.03132, -1.01791, -0.05884)
C (-1.12689, -0.10589, -0.06479)
N (-0.75880, 1.10420, 0.02627)
O (0.60434, 1.11859, 0.09966)
H (-2.17262, -0.47213, -0.14040)

natural (NBO) population analysis, charges in e, atoms 1 to 5: -0.533 0.941 -0.476 0.280 -0.109

=====

x:
# C2HNO3

One molecule with the formula C2HNO3 (ωB97M-V with the def2-TZVPD basis set, the Open Molecules 2025 dataset).

- molecular weight (g/mol) = 87.03
- gap between HOMO and LUMO (eV) = 10.6

Cartesian coordinates (Å):
C (-0.10431, -0.51292, 0.08653)
C (0.78218, -1.67570, 0.71747)
N (-1.69887, -0.31379, 0.04184)
O (-2.39198, -1.28923, -0.08561)
O (-2.01409, 0.85422, 0.20069)
O (0.40806, -1.77874, -0.45859)
H (0.33341, 0.33714, -0.17790)

natural (NBO) population analysis, charges in e, atoms 1 to 5: -0.060 0.403 0.533 -0.335 -0.358

=====

Most stable to least stable: w, x

=====

w:
# CH9NO4

A 4-piece molecular cluster, CH9NO4 overall (ωB97M-V with the def2-TZVPD basis set, the Open Molecules 2025 dataset).

- molecular weight (g/mol) = 99.09
- structure (SMILES) = NC=O.O.O.O
- gap between HOMO and LUMO (eV) = 11.1

Cartesian coordinates (Å):
C (-1.17745, 0.31712, 1.94285)
N (-1.51414, 1.30274, 1.06281)
O (-0.02572, -0.31596, 1.77783)
H (-1.78787, 0.32871, 2.83517)
H (-2.42002, 1.51608, 1.14286)
H (-0.67961, 1.95851, 0.77100)
H (0.60418, -3.26005, -0.09794)
H (0.61002, -1.73860, 0.70808)
O (0.63335, -2.28306, -0.14109)
H (0.19554, 1.25790, -1.17141)
H (1.64286, 1.57653, -1.27312)
O (0.75103, 2.02027, -1.27000)
H (1.60314, -0.56842, -2.90824)
H (0.90814, -1.62161, -2.04988)
O (0.76475, -0.73012, -2.49839)

natural (NBO) population analysis, charges in e, atoms 1 to 5: 0.521 -0.823 -0.670 0.141 0.381

=====

x:
# CH9NO4

A 4-piece molecular cluster, CH9NO4 overall (ωB97M-V with the def2-TZVPD basis set, the Open Molecules 2025 dataset).

- molecular weight (g/mol) = 99.09
- gap between HOMO and LUMO (eV) = 4.8

Cartesian coordinates (Å):
C (0.01291, -1.26447, -0.51811)
N (-0.21322, -0.82814, 0.79676)
O (-1.13126, -1.75051, -1.12641)
H (0.31069, -0.37872, -1.15973)
H (0.75429, -2.06218, -0.56181)
H (-1.08886, -0.36133, 1.07934)
H (-1.88023, -1.15021, -0.87748)
H (0.33746, 2.71593, 0.60424)
O (0.75084, 1.99396, 1.09189)
H (0.53628, -1.17663, 1.37920)
H (-2.83032, 0.75060, 0.25108)
O (-2.17111, 0.05363, 0.19826)
H (1.44544, 1.62236, 0.49251)
H (2.99658, 1.11293, -0.97813)
O (2.17051, 0.72277, -0.67162)

natural (NBO) population analysis, charges in e, atoms 1 to 5: 0.020 -0.378 -0.634 0.371 0.227

=====

Most stable to least stable: w, x